(1)
Below is a cluster of 19 separate species, C43H121N35O19 in total in a non-equilibrium geometry, with properties calculated with wB97M-V/def2-TZVPD.

Atoms and positions in Å:
C (0.99436, -4.50282, 25.49286)
C (0.22504, -3.21735, 25.15146)
C (-1.10778, -3.48926, 24.42212)
C (-2.22296, -3.92270, 25.37972)
C (-2.44276, -2.91344, 26.52158)
C (-1.12247, -2.57763, 27.25745)
N (0.01081, -2.35051, 26.29454)
O (1.21047, -2.06535, 27.03996)
C (-1.40989, -1.38325, 28.17026)
C (-0.75075, -3.71210, 28.16171)
C (1.07898, -2.54221, 24.06335)
H (1.07178, -5.21455, 24.68592)
H (0.50394, -4.96366, 26.29738)
H (1.97585, -4.14897, 25.82699)
H (-1.36864, -2.53798, 23.97219)
H (-0.97803, -4.26384, 23.66483)
H (-1.95057, -4.90421, 25.78087)
H (-3.12792, -4.18972, 24.80657)
H (-3.10898, -3.47240, 27.29835)
H (-2.88091, -2.02710, 26.06905)
H (-1.61442, -0.41864, 27.59480)
H (-2.23967, -1.61922, 28.83827)
H (-0.47588, -1.19360, 28.70396)
H (-1.58095, -3.93233, 28.93720)
H (-0.39192, -4.65856, 27.70248)
H (0.04513, -3.38866, 28.79991)
H (1.26329, -3.32289, 23.29434)
H (2.01990, -2.10891, 24.46207)
H (0.51217, -1.65036, 23.73224)
H (1.47577, -1.14722, 26.77397)
C (-0.37408, 5.69819, 23.57936)
C (0.63416, 5.57798, 22.39578)
C (1.63581, 4.53300, 22.76069)
C (1.03506, 3.12857, 22.82563)
C (0.41601, 2.80411, 21.44413)
C (-0.67886, 3.82709, 21.02896)
N (0.02011, 5.19956, 21.09711)
O (-0.84615, 6.28945, 20.74346)
C (-1.07166, 3.63630, 19.60211)
C (-1.92641, 3.57917, 21.89398)
C (1.31002, 7.00274, 22.20038)
H (-0.99464, 4.81270, 23.70316)
H (-1.00926, 6.59023, 23.40447)
H (0.32912, 5.91830, 24.41356)
H (2.47049, 4.46037, 22.11426)
H (2.04165, 4.80780, 23.71574)
H (0.38119, 3.01194, 23.68400)
H (1.90847, 2.42845, 23.08589)
H (-0.16365, 1.90366, 21.48360)
H (1.15484, 2.68791, 20.59331)
H (-1.80236, 4.35095, 19.28305)
H (-0.14277, 3.72624, 19.04328)
H (-1.61629, 2.69128, 19.34583)
H (-2.46797, 2.73321, 21.41470)
H (-1.63753, 3.17284, 22.85382)
H (-2.55592, 4.52295, 22.02391)
H (0.63891, 7.72309, 21.81176)
H (2.05182, 6.84541, 21.50666)
H (1.75513, 7.39991, 23.12609)
H (-1.67455, 6.29386, 21.24448)
C (3.27955, -3.39648, 30.79363)
C (2.28745, -2.90110, 31.84077)
C (2.32029, -3.79028, 33.04871)
C (3.32195, -3.43572, 34.18863)
C (3.27667, -1.93386, 34.49732)
C (3.45026, -1.07086, 33.29160)
N (2.44791, -1.47053, 32.21739)
O (2.51185, -0.67256, 31.01054)
C (2.94977, 0.38260, 33.52341)
C (4.95715, -1.08610, 32.86488)
C (0.87216, -2.91917, 31.30591)
H (2.79634, -3.85094, 29.89094)
H (3.97062, -3.99069, 31.18037)
H (3.81390, -2.50355, 30.42072)
H (1.32543, -3.72348, 33.52146)
H (2.42439, -4.77969, 32.64435)
H (4.37355, -3.68939, 33.98557)
H (2.98106, -3.93773, 35.10352)
H (4.07680, -1.61068, 35.13659)
H (2.32382, -1.80175, 34.98330)
H (1.99044, 0.47864, 33.94946)
H (3.72034, 0.93883, 34.02086)
H (2.81549, 0.77379, 32.52886)
H (5.35895, -2.05068, 32.45509)
H (5.04250, -0.41874, 32.07154)
H (5.56527, -0.72482, 33.67414)
H (0.08047, -2.74987, 31.98049)
H (0.63817, -3.95192, 30.85470)
H (0.90354, -2.26038, 30.47072)
H (3.41659, -0.77057, 30.69738)
C (0.15290, 5.78276, 29.52374)
O (-0.47097, 5.71788, 28.45185)
N (0.03942, 4.89772, 30.61213)
N (1.01494, 6.79035, 29.78307)
H (-0.74192, 4.29416, 30.52112)
H (0.16553, 5.32908, 31.54880)
H (1.52763, 6.85114, 30.68823)
H (1.10315, 7.46984, 29.04768)
C (0.81857, 4.38127, 34.09872)
O (0.52721, 5.52469, 34.22869)
N (-0.01806, 3.42560, 34.69727)
N (1.80906, 3.95833, 33.34187)
H (-0.74100, 3.87209, 35.20378)
H (0.35782, 2.56272, 35.01867)
H (2.47333, 4.53753, 32.94027)
H (1.72320, 3.03163, 32.97849)
C (6.99972, 2.89836, 32.17263)
O (6.81958, 1.68594, 32.38373)
N (7.76455, 3.43006, 31.12456)
N (6.36357, 3.81537, 33.00974)
H (7.67200, 4.40581, 30.96782)
H (7.86998, 2.80457, 30.34935)
H (6.33881, 3.36798, 33.86565)
H (6.64271, 4.77099, 33.04484)
C (-2.16525, 3.86732, 26.86311)
O (-1.06789, 3.35436, 26.66141)
N (-2.92919, 3.61632, 27.94605)
N (-2.65093, 4.77177, 25.97773)
H (-2.50111, 2.97552, 28.61601)
H (-3.43484, 4.36609, 28.36882)
H (-3.56123, 5.22660, 26.09727)
H (-2.29568, 4.84005, 25.06679)
C (7.96268, 2.13906, 27.59347)
O (8.47747, 3.15102, 28.08281)
N (6.60990, 2.00342, 27.33762)
N (8.68774, 1.04704, 27.17073)
H (5.94998, 2.47757, 27.86222)
H (6.43713, 1.00464, 27.06086)
H (8.38140, 0.20785, 26.72802)
H (9.68624, 1.00966, 27.25668)
C (3.30783, 7.04813, 33.01341)
O (2.68528, 6.45641, 32.13428)
N (4.41350, 7.77286, 32.66519)
N (2.81848, 7.15552, 34.27039)
H (4.93282, 7.55007, 31.83837)
H (4.70460, 8.63770, 33.16939)
H (1.94035, 6.59997, 34.41221)
H (3.37523, 7.47744, 35.06870)
C (9.29477, -2.85177, 23.82619)
O (9.28509, -1.71843, 24.24488)
N (10.30528, -3.76892, 24.09766)
N (8.36550, -3.23629, 22.95681)
H (10.45371, -4.50955, 23.40417)
H (11.13101, -3.31242, 24.48254)
H (8.15091, -4.17534, 22.64916)
H (7.50713, -2.75506, 23.09318)
C (10.08968, 4.56323, 24.64984)
O (10.74334, 5.37909, 23.95415)
N (9.14273, 3.65866, 24.18253)
N (10.25318, 4.43284, 26.00304)
H (8.70077, 3.93957, 23.30862)
H (8.38528, 3.50885, 24.86938)
H (9.81492, 3.76118, 26.61179)
H (10.97253, 4.98568, 26.36575)
C (6.27781, -0.12235, 24.49098)
O (6.44033, -1.18016, 25.08355)
N (7.33875, 0.41247, 23.91884)
N (5.09514, 0.50829, 24.44024)
H (8.18971, -0.12813, 23.91976)
H (7.30390, 1.34961, 23.51264)
H (5.03434, 1.47239, 24.13758)
H (4.42110, 0.26805, 25.16291)
C (5.40893, -0.76304, 28.71102)
O (4.73483, -0.20392, 29.59334)
N (4.88251, -0.95940, 27.51087)
N (6.73872, -1.16626, 28.89553)
H (5.26763, -1.47233, 26.72583)
H (3.88150, -0.79452, 27.46925)
H (7.37720, -0.51957, 29.44787)
H (7.20353, -1.60618, 28.08843)
C (-0.59062, 1.46388, 30.29367)
O (-1.64984, 2.08285, 30.39135)
N (0.10971, 1.56934, 29.13970)
N (-0.01323, 0.80050, 31.32833)
H (-0.34373, 2.12538, 28.41560)
H (0.89375, 1.01140, 28.86564)
H (-0.61747, 0.57102, 32.05788)
H (0.88768, 0.38112, 31.25654)
C (1.41730, 1.03219, 25.96357)
O (2.43122, 0.29086, 26.06149)
N (0.16575, 0.77848, 25.50999)
N (1.47066, 2.26458, 26.52319)
H (-0.31614, -0.11851, 25.40747)
H (-0.37648, 1.57233, 25.71186)
H (2.33542, 2.45848, 26.97123)
H (0.76430, 2.94944, 26.51765)
C (2.71251, 6.63391, 26.71804)
O (3.91125, 6.86042, 26.78647)
N (1.74814, 7.60267, 26.56006)
N (2.18633, 5.38197, 27.03150)
H (2.13961, 8.50984, 26.23105)
H (0.97582, 7.19010, 26.06373)
H (2.74762, 4.60486, 27.14791)
H (1.19930, 5.37923, 27.33091)
C (3.95158, 3.42830, 29.43853)
O (3.98835, 3.19485, 28.20727)
N (3.82122, 4.65879, 29.88151)
N (4.15631, 2.44519, 30.32729)
H (3.52567, 4.89477, 30.80619)
H (3.58423, 5.30132, 29.16459)
H (4.42726, 1.47952, 30.01037)
H (4.29941, 2.60523, 31.28146)
C (6.43395, 6.43007, 29.50901)
O (6.62022, 6.28178, 30.70567)
N (5.60668, 7.46894, 29.02107)
N (6.69419, 5.50506, 28.56815)
H (4.68254, 7.28138, 28.53427)
H (5.51162, 8.22572, 29.63773)
H (7.36303, 4.76693, 28.73861)
H (6.79962, 5.92446, 27.61683)
C (5.34863, 4.28349, 24.34600)
O (5.77642, 3.33051, 23.71085)
N (5.48169, 4.43031, 25.72519)
N (4.78502, 5.41088, 23.78829)
H (5.66018, 3.64934, 26.25966)
H (4.99715, 5.23026, 26.18172)
H (4.63420, 6.21707, 24.39419)
H (4.84664, 5.53838, 22.80413)

The value obtained for the total energy is -137625.250 eV. The calculation puts the relative energy (zero: lowest compared OMol25 entry of this formula, charge and spin) at 0.000 eV. The frontier orbital gap comes out at 8.58 eV.


(2)
Below is a cluster of 14 separate species, C43H121N7O18 in total in a non-equilibrium geometry, with properties calculated with wB97M-V/def2-TZVPD.

Atoms and positions in Å:
C (7.88166, -2.33848, -12.41182)
O (7.43742, -3.67308, -12.50246)
C (6.07777, -3.71854, -12.94291)
C (5.70946, -5.16625, -13.08160)
N (6.47403, -5.78434, -14.15450)
C (6.74791, -7.20124, -13.99255)
C (8.21699, -7.48310, -13.72396)
O (8.96643, -7.01202, -14.81659)
C (10.35452, -7.18756, -14.66286)
H (7.08314, -1.69446, -12.01124)
H (8.08313, -1.92056, -13.40648)
H (8.75094, -2.23000, -11.76902)
H (5.98908, -3.19871, -13.90308)
H (5.48415, -3.24150, -12.15616)
H (4.65998, -5.31420, -13.37439)
H (5.76446, -5.70039, -12.12062)
H (7.33164, -5.27952, -14.33316)
H (6.41293, -7.85521, -14.81010)
H (6.16652, -7.56375, -13.13569)
H (8.33842, -8.57700, -13.67156)
H (8.49097, -6.99172, -12.78214)
H (10.67082, -7.12982, -13.60907)
H (10.87171, -6.36812, -15.15691)
H (10.66900, -8.17836, -15.00693)
C (-5.53434, 4.57128, -14.71128)
O (-4.38374, 4.18172, -15.40176)
C (-3.41469, 3.61298, -14.53674)
C (-2.35663, 2.96532, -15.39363)
N (-1.83225, 3.91870, -16.35778)
C (-0.81169, 3.35050, -17.20328)
C (-0.50345, 4.21220, -18.40230)
O (-1.63690, 4.24971, -19.22394)
C (-1.36425, 4.78623, -20.50856)
H (-5.28914, 5.20213, -13.84272)
H (-6.07924, 3.70380, -14.31152)
H (-6.19553, 5.14292, -15.35759)
H (-3.89259, 2.85663, -13.89939)
H (-2.99405, 4.39810, -13.89679)
H (-2.81001, 2.10447, -15.91525)
H (-1.53170, 2.60671, -14.77210)
H (-2.59490, 4.26436, -16.92837)
H (-1.14279, 2.37236, -17.61143)
H (0.07188, 3.12374, -16.60175)
H (0.38908, 3.76295, -18.86619)
H (-0.14291, 5.19192, -18.04467)
H (-2.07153, 4.29188, -21.18168)
H (-0.37426, 4.54642, -20.89815)
H (-1.61218, 5.84914, -20.53338)
C (7.83033, -2.87376, -16.62939)
O (6.92011, -3.43280, -17.52932)
C (6.18466, -2.49312, -18.24998)
C (5.42641, -3.19354, -19.37241)
N (4.85373, -2.19862, -20.27121)
C (3.74812, -2.84866, -21.02381)
C (3.22268, -1.94948, -22.10989)
O (2.45138, -0.92186, -21.53469)
C (2.02344, 0.02558, -22.47132)
H (8.43328, -2.08658, -17.10581)
H (8.44399, -3.68019, -16.23242)
H (7.34607, -2.37703, -15.77223)
H (6.84447, -1.73187, -18.70667)
H (5.46664, -1.90241, -17.65253)
H (4.61970, -3.77145, -18.89446)
H (6.11356, -3.91332, -19.81930)
H (4.35497, -1.56659, -19.64821)
H (2.95813, -3.06571, -20.29050)
H (4.15094, -3.76683, -21.44779)
H (2.66762, -2.54191, -22.85106)
H (4.08822, -1.49356, -22.61198)
H (2.78090, 0.77422, -22.74940)
H (1.20122, 0.58370, -22.02134)
H (1.70820, -0.44984, -23.40816)
C (-0.71440, -7.07261, -12.72389)
O (0.40572, -7.18118, -13.55692)
C (1.49632, -7.74819, -12.82435)
C (2.68808, -7.87334, -13.74164)
N (2.36190, -8.70073, -14.89988)
C (3.22174, -8.40791, -16.03620)
C (2.99351, -9.36346, -17.19331)
O (1.77297, -9.03873, -17.81043)
C (1.34864, -9.86150, -18.86789)
H (-0.60751, -6.42838, -11.84704)
H (-1.08386, -8.06265, -12.41352)
H (-1.53697, -6.69516, -13.34217)
H (1.17272, -8.75453, -12.53778)
H (1.76603, -7.08000, -12.00322)
H (3.51160, -8.35146, -13.21124)
H (2.96320, -6.86975, -14.09642)
H (1.40696, -8.60411, -15.22079)
H (4.28132, -8.47370, -15.76945)
H (3.11553, -7.38184, -16.42702)
H (3.13164, -10.38208, -16.81699)
H (3.81337, -9.13671, -17.89792)
H (1.99937, -9.75719, -19.74865)
H (0.39131, -9.45724, -19.20203)
H (1.24105, -10.90775, -18.57830)
C (0.25899, -1.03807, -16.97335)
C (1.76938, -1.14903, -16.77314)
C (2.13301, -2.56487, -16.34156)
O (1.47380, -2.87518, -15.11727)
C (2.18110, -3.79051, -14.29473)
N (2.47931, -0.88867, -18.03294)
H (-0.23517, -1.35692, -16.06248)
H (0.03750, -1.71504, -17.80496)
H (-0.05260, -0.04047, -17.28230)
H (2.16004, -0.48956, -15.99792)
H (3.22208, -2.58791, -16.19762)
H (1.86446, -3.35533, -17.05182)
H (1.57759, -4.00056, -13.41726)
H (3.12323, -3.32876, -13.96749)
H (2.48004, -4.69357, -14.83996)
H (1.95464, -1.29838, -18.80176)
H (2.47017, 0.10821, -18.22458)
C (4.41785, -5.12646, -9.45883)
C (3.14065, -4.94074, -10.26799)
C (1.88340, -5.26642, -9.47850)
O (1.97443, -6.63454, -9.08829)
C (0.79307, -7.12292, -8.53473)
N (3.09402, -3.58950, -10.87717)
H (5.24399, -4.70194, -10.03447)
H (4.57812, -6.15816, -9.17069)
H (4.35249, -4.45532, -8.59126)
H (3.18015, -5.65006, -11.10521)
H (1.02448, -5.18579, -10.16172)
H (1.76315, -4.61815, -8.60266)
H (0.48306, -6.59884, -7.61994)
H (0.95291, -8.16355, -8.24848)
H (-0.04420, -7.09663, -9.24731)
H (3.29177, -2.97573, -10.08280)
H (2.10533, -3.39592, -11.04403)
C (7.78671, 2.32663, -16.83436)
C (6.94778, 1.09228, -16.53595)
C (6.67353, 0.97423, -15.04759)
O (6.31931, -0.32240, -14.60224)
C (4.92070, -0.51790, -14.62621)
N (5.71988, 1.15477, -17.39543)
H (8.02015, 2.47763, -17.88245)
H (8.74612, 2.23763, -16.30808)
H (7.31197, 3.21226, -16.39833)
H (7.46005, 0.22832, -16.96536)
H (6.01066, 1.74696, -14.64034)
H (7.64574, 1.18144, -14.57232)
H (4.76100, -1.56929, -14.35693)
H (4.43725, -0.42631, -15.59664)
H (4.46129, 0.00392, -13.78029)
H (5.00336, 1.68550, -16.89851)
H (5.31677, 0.22200, -17.42364)
C (1.18296, 0.06957, -13.06342)
O (-0.02159, 0.78750, -13.24244)
H (1.98815, 0.79801, -12.93897)
H (1.20745, -0.52148, -12.14223)
H (1.44514, -0.56241, -13.91308)
H (-0.75804, 0.16880, -13.28682)
C (-0.44480, -6.07213, -16.66916)
O (-1.30610, -5.40255, -17.58677)
H (0.03407, -6.95446, -17.10421)
H (0.25002, -5.29948, -16.34974)
H (-0.96388, -6.48995, -15.79747)
H (-1.82456, -6.02926, -18.09680)
C (-2.34494, -2.95311, -15.19406)
O (-1.36244, -2.40395, -14.32592)
H (-3.04629, -2.21825, -15.58554)
H (-1.88451, -3.54352, -15.98806)
H (-2.94930, -3.68852, -14.64083)
H (-0.49918, -2.72823, -14.61579)
C (3.32504, 3.14780, -18.42711)
O (2.72686, 2.90241, -17.15422)
H (3.28349, 2.21769, -18.98594)
H (2.79814, 3.93325, -18.98061)
H (4.35797, 3.49018, -18.33471)
H (2.50734, 3.75035, -16.75873)
C (2.33788, -5.72896, -18.59118)
O (3.37082, -5.93596, -19.55624)
H (1.84352, -6.66957, -18.36475)
H (2.79156, -5.31120, -17.68828)
H (1.61258, -5.01137, -18.98201)
H (3.44417, -6.87917, -19.71538)
C (-1.20032, -3.30813, -11.27581)
O (0.03806, -2.62994, -10.94817)
H (-1.69086, -3.57706, -10.33611)
H (-1.81789, -2.63508, -11.86132)
H (-0.94185, -4.21086, -11.81784)
H (-0.22464, -1.73784, -10.70455)
C (-1.91485, 0.51684, -20.34373)
O (-2.99230, 0.06544, -21.15476)
H (-2.23319, 1.40753, -19.80839)
H (-1.54722, -0.27866, -19.69040)
H (-1.04742, 0.83015, -20.94329)
H (-2.69084, -0.71586, -21.62504)

The value obtained for the total energy is -93829.169 eV. The frontier orbital gap comes out at 8.65 eV.